1.
Here is a structure of composition C25H26BrIIrNO10P from OMol25. Energies are from ωB97M-V/def2-TZVPD.

The geometry in XYZ format:
```
66
Properties=species:S:1:pos:R:3:lowdin_charge:R:1
H 1.6310 3.7738 -0.7832 0.09
C 3.7060 -1.5297 1.0774 0.06
Ir -0.2067 0.2644 -0.1454 1.24
O -1.1430 0.7646 -1.7513 -0.31
C -2.0940 -2.1244 -2.3128 -0.14
O -1.4606 2.7802 1.8636 -0.23
H -0.5873 4.6888 -5.1335 0.14
H 1.4161 3.6106 -4.2242 0.13
O -1.2672 3.1694 -0.4971 -0.27
O 3.2179 -2.1327 -1.6227 0.19
O 1.4157 0.9324 -1.3371 -0.15
C -0.6651 3.8624 -4.4408 0.04
C -4.3026 3.5691 -4.4129 -0.03
H -0.1898 2.7243 3.5362 0.10
H 2.4624 1.0473 -4.2694 0.12
H -4.1402 -3.6450 -4.5388 0.12
H 3.1942 2.3444 -3.3318 0.11
O 0.7694 3.1610 1.0198 -0.21
Br -5.5986 -1.9933 -0.0755 0.78
C 1.4293 1.4987 -2.4664 -0.32
H -3.0565 1.9618 -2.8799 0.13
P -0.5630 2.4211 0.6584 0.61
H -2.5478 4.6227 -1.1349 0.10
C 0.3126 2.1840 -3.0065 -0.13
O -2.9684 4.0241 -4.6584 -0.03
C 0.4371 3.2543 -3.9305 0.02
C -4.7442 -2.9441 -2.6131 -0.10
H -1.7397 3.5806 3.7100 0.11
O 1.0667 -1.5665 -1.3673 0.04
H -0.9435 5.2235 -0.6358 0.11
H 2.9328 -2.4516 -2.4947 0.16
H -5.7721 -3.2642 -2.7144 0.12
H -1.7097 1.8016 3.6842 0.09
C 2.2023 -1.6431 -0.9464 -0.46
C 2.6945 1.3753 -3.2573 0.05
H 2.4853 2.4527 0.0622 0.08
C 3.8046 -1.2717 2.4430 0.03
O 0.2106 0.1828 4.1783 0.15
C 0.3278 0.0806 2.9867 -0.56
H -4.9507 4.2527 -4.9491 0.11
C -2.5096 -2.7355 -3.4850 -0.05
C 1.9317 3.3766 0.1856 -0.03
C -0.9612 1.7633 -2.6197 -0.31
H -4.4373 2.5564 -4.7942 0.11
C -3.0247 -1.9113 -1.3086 -0.64
C -1.2494 2.7011 3.3037 -0.01
C -4.3453 -2.3102 -1.4461 -0.74
C -1.7546 4.5393 -0.3996 0.01
C -2.0919 2.3383 -3.1901 0.07
H 4.7147 -1.5030 2.9798 0.14
H 4.5172 -1.9819 0.5247 0.14
C 2.7092 -0.7590 3.1071 0.07
H 2.6875 -0.6129 4.1785 0.14
H -1.0653 -1.8241 -2.1896 0.06
H 2.5378 4.1041 0.7144 0.11
N 1.5027 -0.6190 1.0588 0.07
C -1.9546 3.3889 -4.0850 -0.25
I -2.4802 -0.9672 0.4834 1.36
C 1.5792 -0.4354 2.3673 -0.14
H -2.1437 4.7324 0.5953 0.10
C 2.5294 -1.2176 0.4331 -0.16
H 3.3788 0.6779 -2.7798 0.09
O -0.5892 0.3776 2.0921 -0.38
C -3.8259 -3.1509 -3.6295 -0.05
H -4.5386 3.6012 -3.3481 0.10
H -1.8006 -2.8872 -4.2877 0.12
```

Its spin multiplicity is 2. As for the expectation value of S²: 0.7571. As for the total charge: +2. For the HOMO-LUMO gap (spin up / spin down), the calculation gives 0.251 / 0.235 Eh. The highest occupied orbital energy (spin up / spin down) comes out at -14.0 / -14.0 eV.

---

2.
Here is a structure of composition C43H48N2O3P2S3SiY from OMol25. Energies are from ωB97M-V/def2-TZVPD.

The geometry in XYZ format:
```
103
Properties=species:S:1:pos:R:3:lowdin_charge:R:1
C 5.3623 -1.4542 -2.1867 -0.11
H -3.8287 -3.4569 -4.1405 0.10
S -2.7727 -0.0790 -0.3294 0.33
H 3.6711 -1.3349 4.6465 0.01
H 1.2749 -1.4433 5.3841 0.10
H 4.6901 -3.7896 1.3658 0.03
C 0.3467 -2.7113 -4.7839 -0.10
H 3.2390 0.6844 2.5357 0.00
C 0.6996 1.2338 3.6286 -0.40
C -2.8983 2.5473 -2.4990 -0.10
C 1.8352 -2.1650 1.5666 -0.41
C 1.2384 -0.4577 -6.1336 -0.09
H -2.5596 1.1305 1.9972 0.03
C -3.8521 2.2138 3.3308 -0.03
H -2.2966 -4.0178 2.4872 0.08
H 0.2373 4.6374 -3.3044 0.10
C -1.8893 4.1691 3.3301 -0.06
C -2.1645 -0.6253 -3.3115 -0.34
N 0.4565 1.4235 2.2746 -0.23
H -2.4299 -1.2037 3.7140 0.11
H 5.2481 -3.5362 -2.7072 0.10
O 0.5547 3.9433 1.8724 -0.30
H -6.1451 3.0353 4.4402 0.07
C -4.0506 3.3769 4.0706 -0.28
C 0.7331 -1.5904 -4.0661 -0.33
H 2.6748 0.5182 -1.5641 0.08
C 4.8161 -2.7162 1.2006 -0.18
C -2.5262 -0.7502 -5.6973 -0.09
H 1.2145 -2.5526 2.3866 -0.03
O -0.5700 2.3293 0.3464 -0.35
C 3.3101 -2.6980 -2.3706 -0.10
C 4.6422 -0.3251 -1.8374 -0.10
C 1.1125 -0.3882 5.1946 -0.16
C 0.7290 2.2382 4.6030 -0.01
C 0.1861 -0.1160 -1.5566 -0.69
C 0.8503 -1.5855 -6.8503 -0.11
H -3.6918 -2.9430 2.3697 0.08
H -3.7760 1.9589 -2.2575 0.09
C -1.9205 -2.0187 3.1876 -0.29
O -1.4230 -1.5412 1.9468 -0.27
H 4.8079 -2.5863 4.1469 0.02
C 0.9465 1.8656 5.9134 -0.07
P 0.7372 -1.5784 -2.2196 0.32
S -0.2206 2.7419 1.6876 0.58
H 4.9467 0.2597 2.4306 0.03
H -5.1716 3.1848 5.8975 0.08
C -2.8228 -1.8400 -3.1644 -0.13
C 2.5736 -1.5562 -2.0544 -0.33
H -4.6251 1.4540 3.3119 0.11
C 4.6892 -2.6450 -2.4509 -0.10
C -3.1821 -1.9642 -5.5402 -0.10
H -2.9329 -2.2638 -2.1744 0.06
H 0.8916 -1.5825 -7.9327 0.09
H -1.1195 4.9272 3.3116 0.11
Si 3.5181 -1.7799 2.1749 0.36
H 0.9754 2.6239 6.6863 0.10
H 3.0980 -2.9767 4.3429 0.02
H -0.0114 -3.5775 -4.2396 0.07
H 1.4643 0.4204 -4.1882 0.10
H 1.3181 0.2017 7.2481 0.09
H 1.9051 -2.9488 0.8046 -0.05
H 0.4619 2.2854 -2.5239 0.09
H 6.4428 -1.4155 -2.2412 0.10
N 0.8895 -0.0529 3.9286 0.11
H -2.0122 5.6411 -3.5495 0.09
H 3.9811 0.3598 0.9623 0.01
H -1.0405 -2.2865 3.7733 0.10
P -1.4505 0.2340 -1.8514 0.43
C -5.3025 3.5666 4.8825 -0.06
H 0.0869 -3.5860 -6.7256 0.10
C 0.4023 -2.7088 -6.1741 -0.09
C -1.7095 2.9995 2.6087 -0.27
C -0.6478 4.0526 -3.0878 -0.08
C -3.3268 -2.5066 -4.2718 -0.09
C -3.0589 4.3511 4.0542 -0.04
C -1.6353 1.9810 -2.3618 -0.37
H 5.8307 -2.4381 1.4974 0.03
C -2.6925 2.0186 2.6017 -0.05
C -2.8308 -3.2095 2.9857 -0.07
H -3.2043 5.2686 4.6129 0.11
H 0.6213 3.2760 4.3250 0.10
C 1.1773 -0.4611 -4.7513 -0.09
H -2.3961 -0.3224 -6.6837 0.10
S 0.0040 -3.2770 -1.4819 0.22
C -2.0239 -0.0863 -4.5893 -0.09
H 4.7105 -2.5340 0.1303 -0.01
Y 0.4004 -0.4313 0.7908 1.41
H -1.5078 0.8561 -4.7250 0.11
C -3.0369 3.8574 -2.9264 -0.09
H -2.1206 -1.3539 1.2749 -0.07
C 3.9578 0.0495 2.0113 -0.19
H -3.5745 -2.4860 -6.4041 0.09
C 1.1399 0.5265 6.2329 -0.08
H 5.1532 0.6018 -1.6089 0.10
H -4.0245 4.2916 -3.0205 0.09
C -0.5133 2.7383 -2.6573 -0.10
H -3.2020 -3.5710 3.9464 0.07
C -1.9076 4.6138 -3.2224 -0.10
H 1.5829 0.4267 -6.6560 0.10
C 3.7927 -2.2067 4.0018 -0.20
H -5.5663 4.6215 4.9575 0.07
C 3.2513 -0.3752 -1.7855 -0.11
H 2.7850 -3.6287 -2.5553 0.09
```

Its spin multiplicity is 1. As for the total charge: -1. For the HOMO-LUMO gap, the calculation gives 0.248 Eh. The highest occupied orbital energy comes out at -4.5 eV.

---

3.
Here is a structure of composition C3H4ClO3Y from OMol25. Energies are from ωB97M-V/def2-TZVPD.

The geometry in XYZ format:
```
12
Properties=species:S:1:pos:R:3:lowdin_charge:R:1
C 1.3210 -1.4227 1.4038 -0.56
O 0.6010 -1.6567 0.2538 0.06
C -0.2241 -0.5423 0.0027 -0.16
H -0.2556 1.1510 1.3699 0.13
O 1.9209 -2.2582 1.9895 0.21
H -1.2279 -0.7456 0.3844 0.13
H -0.2275 -0.2864 -1.0614 0.07
C 0.4865 0.6038 0.7916 -0.10
Cl -2.0542 0.9643 -2.8219 0.04
H 1.1101 1.2170 0.1483 0.12
O 1.2481 -0.1395 1.7423 0.08
Y -2.6983 3.1154 -4.2029 1.99
```

Its spin multiplicity is 1. As for the total charge: +2. For the HOMO-LUMO gap, the calculation gives 0.060 Eh. The highest occupied orbital energy comes out at -14.8 eV.

---

4.
Here is the ion C3H7IN with charge +1 from OMol25. Energies are from ωB97M-V/def2-TZVPD.

The geometry in XYZ format:
```
12
Properties=species:S:1:pos:R:3:lowdin_charge:R:1
N -1.6434 -0.5495 -0.2207 0.16
H -1.8831 -1.0986 0.5930 0.15
H -0.7822 0.7420 1.2927 0.16
I 3.9838 -0.0171 -0.0503 0.83
C 1.8942 0.3993 -0.2731 -0.59
C 0.8095 -0.2196 0.3184 -0.22
H -1.3488 -1.1805 -1.0720 0.22
C -0.5678 0.4392 0.2009 -0.18
H 0.8674 -1.1229 0.9295 0.10
H -2.5541 -0.0470 -0.5509 0.21
H 1.6359 1.2209 -0.8991 0.02
H -0.4114 1.4337 -0.2686 0.14
```

Its spin multiplicity is 1. Its SMILES is [NH3+]C/C=C/I. As for the total charge: +1. For the HOMO-LUMO gap, the calculation gives 0.313 Eh. The highest occupied orbital energy comes out at -12.7 eV.

---

How do the records compare in energy above the lowest of the compared OMol25 structures with the same formula, charge and spin? In the order shown, they have 189.0, 139.0, 44.4, 160.4 kJ/mol.